Density functional theory data (ωB97M-V/def2-TZVPD) for an isolated molecule of C5H8N2O3S.

Properties
E_tot = -928.64524 Ha
Strongest force on any atom = 4.5 eV/Å
LUMO energy = 0.855 eV
Kohn-Sham gap = 10.8 eV
Energy relative to the best compared isomer or geometry (same formula, charge and spin) = 68.0 kcal/mol

```
! RIJCOSX wB97M-V def2-TZVPD def2/J DEFGRID3
* xyz 0 1
C 1.631 0.192 1.238
N 1.489 0.993 0.043
C 1.848 0.183 -1.082
S -0.008 1.598 -0.208
O -0.012 2.113 -1.547
O -0.510 2.271 0.934
C -1.211 0.104 -0.189
N -0.977 -0.974 -0.801
C -1.962 -1.866 -0.425
C -2.787 -1.156 0.460
O -2.241 0.096 0.602
H 1.073 0.830 1.986
H 1.144 -0.776 1.176
H 2.617 0.277 1.548
H 1.880 0.879 -1.885
H 2.868 -0.066 -0.916
H 1.126 -0.678 -1.016
H -2.277 -2.750 -0.887
H -3.691 -1.269 0.969
*
```